Here is a gas-phase ion, CH6N3S (charge +1) from the OMol25 dataset. Energies are from ωB97M-V/def2-TZVPD.

```
11
Properties=species:S:1:pos:R:3:mulliken_charge:R:1
C 0.5359 0.9043 0.3009 -0.17
N 1.2221 -0.2270 -0.2233 -0.49
N -0.9230 0.7816 -0.1513 -0.18
N -0.9838 -1.6937 0.0923 -0.30
S -1.7616 -0.5949 -0.4897 0.48
H 0.6707 1.0181 1.3402 0.29
H 0.7023 1.9225 -0.2850 0.32
H 1.2428 -1.0657 0.2941 0.23
H -1.3435 1.6387 -0.0628 0.27
H -1.3947 -2.6946 -0.0539 0.35
H 2.0326 0.0107 -0.7616 0.20
```

Summary:
energy	-603.80239	Ha
Kohn-Sham gap	7.730	eV
highest occupied orbital energy	-14.04	eV
ΔE to the lowest compared entry with this formula, charge and spin	60.5	kcal/mol
charge	+1

---

Here is CH6N4 in the gas phase from the OMol25 dataset. Energies are from ωB97M-V/def2-TZVPD.

```
11
Properties=species:S:1:pos:R:3:mulliken_charge:R:1
C -0.9142 -1.2462 -0.6867 -0.62
N -0.4707 -0.1013 0.1028 -0.13
N 0.3268 0.7350 -0.7150 -0.40
N 1.0486 0.0221 0.2523 0.04
N 1.2129 0.8130 1.3785 -0.57
H -1.0063 -1.0241 -1.7587 0.28
H -0.2655 -2.1223 -0.5672 0.28
H -1.9142 -1.5280 -0.3425 0.27
H 0.1781 1.7153 -0.4658 0.25
H 0.2080 1.0078 1.6706 0.33
H 1.5964 1.7286 1.1316 0.26
```

Summary:
energy	-260.55494	Ha
Kohn-Sham gap	11.127	eV
SMILES string	Cn1[nH]n1N
highest occupied orbital energy	-9.80	eV
ΔE to the lowest compared entry with this formula, charge and spin	92.2	kcal/mol

---

Here is CH6N4 in the gas phase from the OMol25 dataset. Energies are from ωB97M-V/def2-TZVPD.

```
11
Properties=species:S:1:pos:R:3:mulliken_charge:R:1
C 1.8544 -0.4482 -0.0438 -0.66
N -1.5814 0.3371 0.1126 0.14
N -0.2758 0.3048 0.3183 0.36
N -2.0788 -0.0917 -1.0165 -0.70
N 0.5290 -0.2567 -0.5268 -0.54
H 1.9360 -0.3352 1.0500 0.29
H 2.1855 -1.4502 -0.3219 0.22
H 2.5365 0.2686 -0.5151 0.23
H -2.0869 0.9286 0.7834 0.21
H 0.0073 0.4870 1.2992 0.26
H -3.0259 0.2558 -1.1394 0.19
```

Summary:
energy	-260.54316	Ha
Kohn-Sham gap (alpha / beta)	7.665 / 7.774	eV
highest occupied orbital energy (alpha / beta)	-6.87 / -6.98	eV
ΔE to the lowest compared entry with this formula, charge and spin	99.6	kcal/mol

---

The highest energy belongs to which entry?
number 3